Entry 1:
A cluster of 10 separate species, C13H46O10 in total in a non-equilibrium geometry, computed with wB97M-V/def2-TZVPD.

XYZ file:
```
69
Properties=species:S:1:pos:R:3:mulliken_charge:R:1
C -2.58 -4.53 1.30 -1.066
C -2.53 -2.97 1.52 -0.065
O -2.42 -2.15 0.27 -0.380
H -3.30 -4.68 0.43 0.266
H -2.86 -5.13 2.19 0.354
H -1.61 -4.80 0.83 0.169
H -1.76 -2.73 2.21 0.038
H -3.50 -2.63 1.86 0.530
H -2.86 -1.34 0.39 0.143
C 4.56 -2.33 0.85 -0.753
C 4.71 -1.42 -0.39 -0.262
O 3.73 -1.82 -1.25 -0.621
H 4.27 -3.35 0.51 0.236
H 3.85 -1.91 1.58 -0.007
H 5.53 -2.36 1.33 0.434
H 5.57 -1.69 -0.98 0.356
H 4.62 -0.41 -0.12 0.190
H 2.91 -1.38 -1.11 0.486
C 0.17 5.40 -2.02 -1.166
C -0.08 3.87 -2.19 -0.374
O 0.09 3.16 -1.04 -0.165
H -0.42 5.92 -1.22 0.232
H -0.24 5.94 -2.88 0.408
H 1.21 5.73 -1.91 0.299
H 0.20 3.38 -3.09 0.491
H -1.13 3.73 -2.41 0.232
H -0.79 3.00 -0.63 0.253
C 1.17 -1.08 3.00 0.371
O 1.79 -2.09 3.69 -0.617
H 0.14 -1.39 2.72 -0.546
H 1.86 -0.72 2.25 0.136
H 0.81 -0.24 3.57 0.309
H 2.01 -2.83 3.16 0.347
C -1.87 0.84 2.68 -0.459
O -1.05 1.87 2.22 -0.568
H -2.84 1.19 3.02 0.407
H -1.33 0.35 3.49 0.244
H -1.99 0.07 1.95 -0.020
H -1.44 2.42 1.57 0.435
C 3.21 2.31 -1.02 -0.476
O 2.69 1.98 0.16 -0.451
H 4.24 2.64 -1.04 0.350
H 2.64 3.00 -1.61 0.073
H 3.17 1.35 -1.68 0.203
H 2.45 2.80 0.61 0.284
C 0.17 0.07 -0.16 -0.188
O 1.41 -0.48 -0.41 -0.308
H -0.28 0.41 -1.10 0.204
H 0.37 0.96 0.42 0.460
H -0.46 -0.61 0.35 -0.333
H 2.04 0.21 -0.57 0.205
C -2.86 -0.29 -2.64 -0.216
O -3.84 -0.14 -1.66 -0.486
H -3.38 -0.51 -3.60 0.400
H -2.19 -1.19 -2.50 -0.074
H -2.13 0.53 -2.69 0.097
H -4.61 0.41 -1.99 0.298
C 0.32 -3.70 -1.17 -0.550
O 0.63 -3.29 0.12 -0.442
H 0.01 -4.73 -1.13 0.369
H 1.17 -3.60 -1.84 0.316
H -0.56 -3.16 -1.59 0.056
H -0.05 -2.68 0.31 0.087
C -2.77 2.49 -0.34 -0.934
O -2.28 3.63 0.40 -0.579
H -3.76 2.23 -0.04 0.482
H -2.22 1.62 -0.20 0.112
H -2.72 2.63 -1.39 0.448
H -3.00 4.23 0.63 0.293
```

## Properties
LUMO energy: 0.0008 hartree

---

Entry 2:
A structure of composition C13H48AgF2NO17S2 in a non-equilibrium geometry, computed with wB97M-V/def2-TZVPD.

XYZ file:
```
84
Properties=species:S:1:pos:R:3:mulliken_spin:R:1
Ag -0.56 -3.19 -1.37 0.014
O 1.42 -2.20 -0.88 0.060
C 1.13 -0.86 -0.57 0.063
C -0.34 -0.44 -0.16 -0.011
O -1.48 -1.05 -0.69 0.740
H 1.27 -0.31 -1.52 0.014
H 1.84 -0.42 0.14 -0.001
H -0.45 0.65 -0.29 0.010
H -0.39 -0.62 0.93 0.101
N -4.79 -0.60 2.52 0.000
S -6.01 -0.37 3.38 0.000
O -7.03 0.50 2.83 0.000
O -5.89 -0.30 4.82 0.000
F -6.68 -1.81 3.15 0.000
S -4.08 0.87 2.89 -0.001
O -3.63 1.09 4.24 0.000
O -4.50 1.97 2.06 0.000
F -2.69 0.50 2.15 0.000
C -0.02 2.54 2.77 -0.006
O 1.29 2.79 3.26 0.000
H -0.79 2.95 3.42 0.000
H -0.12 3.06 1.81 0.000
H -0.24 1.48 2.62 0.009
H 1.66 1.91 3.45 0.000
C 3.82 2.55 0.52 0.000
O 5.20 2.85 0.67 0.000
H 3.37 3.35 -0.08 0.000
H 3.70 1.59 0.01 0.001
H 3.27 2.54 1.46 0.000
H 5.42 2.90 1.60 0.000
C 3.67 -0.07 3.24 0.000
O 2.40 0.24 3.81 0.000
H 4.34 0.65 3.71 0.000
H 3.97 -1.09 3.53 0.000
H 3.63 -0.01 2.15 0.000
H 1.88 -0.56 3.73 0.000
C 4.14 -2.03 -3.11 -0.001
O 3.46 -3.21 -2.74 0.001
H 4.72 -1.68 -2.25 0.000
H 4.80 -2.22 -3.95 0.000
H 3.43 -1.28 -3.47 0.002
H 2.80 -2.92 -2.08 0.000
C -2.71 3.50 -0.36 0.001
O -4.11 3.36 -0.25 0.000
H -2.38 4.20 0.43 0.000
H -2.15 2.58 -0.20 -0.001
H -2.43 3.92 -1.33 0.000
H -4.30 2.74 0.48 0.000
C 2.67 1.60 -3.08 0.000
O 3.39 1.57 -4.30 0.000
H 2.61 2.62 -2.69 0.000
H 1.70 1.14 -3.28 0.001
H 3.18 1.06 -2.27 0.000
H 4.18 2.10 -4.16 0.000
C 3.32 -4.83 0.45 0.000
O 3.24 -3.47 0.79 0.000
H 3.74 -4.96 -0.55 0.000
H 4.01 -5.34 1.13 0.000
H 2.38 -5.38 0.59 0.000
H 2.58 -3.00 0.24 -0.001
C -1.73 -1.47 4.33 0.001
O -1.58 -2.15 3.08 0.003
H -2.79 -1.25 4.49 0.000
H -1.35 -2.21 5.05 0.000
H -1.17 -0.54 4.48 0.000
H -0.63 -2.16 2.94 0.000
C -1.69 1.49 -3.44 -0.001
O -2.06 0.12 -3.34 0.008
H -1.69 1.85 -4.47 0.000
H -2.29 2.07 -2.74 0.001
H -0.62 1.66 -3.24 0.000
H -1.87 -0.14 -2.43 0.000
C -4.97 0.33 -1.69 0.000
O -4.18 0.00 -0.56 0.002
H -4.96 -0.51 -2.38 0.000
H -5.99 0.62 -1.42 0.000
H -4.52 1.17 -2.23 0.000
H -3.25 0.07 -0.77 -0.002
C 0.59 -2.10 -4.34 -0.006
O -0.58 -2.25 -3.51 0.002
H 1.27 -1.44 -3.79 0.003
H 1.08 -3.07 -4.39 0.000
H 0.29 -1.75 -5.32 0.000
H -1.16 -1.49 -3.70 -0.004
```

## Properties
<S²>: 0.7564
LUMO energy (spin up / spin down): 0.0385 / -0.0385 hartree
2S+1: 2
Total charge: -1

---

Record-wise energy relative to the best compared isomer or geometry (same formula, charge and spin) values, in kJ/mol: 614.8; 0.0
Record-wise E_tot values, in eV: -34695.3707; -81654.5054